{"formula": "C51H96Cl8CuN7O3", "method": "ωB97M-V/def2-TZVPD", "total_charge": 2, "orbital_gap_ev": 2.59, "spin_multiplicity": 1, "symbols": ["C", "N", "C", "C", "C", "C", "C", "C", "C", "C", "N", "C", "C", "C", "H", "H", "H", "H", "H", "H", "H", "H", "H", "H", "H", "H", "H", "H", "Cu", "C", "C", "C", "C", "N", "C", "C", "C", "C", "C", "H", "H", "H", "H", "H", "H", "H", "H", "H", "H", "H", "H", "H", "H", "H", "H", "H", "H", "H", "H", "C", "C", "C", "C", "N", "C", "C", "C", "C", "C", "H", "H", "H", "H", "H", "H", "H", "H", "H", "H", "H", "H", "H", "H", "H", "H", "H", "H", "H", "H", "C", "O", "H", "H", "H", "O", "H", "O", "H", "Cl", "C", "C", "Cl", "H", "H", "H", "H", "Cl", "C", "C", "Cl", "H", "H", "H", "H", "Cl", "C", "C", "Cl", "H", "H", "H", "H", "Cl", "C", "C", "Cl", "H", "H", "H", "H", "C", "C", "C", "C", "N", "H", "H", "H", "H", "H", "H", "H", "C", "C", "C", "C", "N", "H", "H", "H", "H", "H", "H", "H", "C", "C", "C", "C", "N", "H", "H", "H", "H", "H", "H", "H"], "xyz": [[-37.275, 16.351, 14.648], [-35.970, 16.622, 13.927], [-36.156, 16.963, 12.648], [-35.050, 17.178, 11.834], [-33.759, 17.005, 12.344], [-33.579, 16.761, 13.714], [-34.736, 16.597, 14.491], [-32.659, 17.228, 11.463], [-32.819, 16.871, 10.111], [-31.792, 17.070, 9.153], [-30.625, 17.717, 9.553], [-30.515, 18.185, 10.776], [-31.475, 17.975, 11.736], [-29.519, 17.987, 8.571], [-36.909, 16.172, 15.659], [-37.696, 15.480, 14.145], [-37.781, 17.314, 14.580], [-37.193, 16.998, 12.349], [-35.185, 17.432, 10.793], [-32.570, 16.719, 14.096], [-34.798, 16.403, 15.552], [-33.683, 16.294, 9.817], [-31.854, 16.853, 8.097], [-29.581, 18.661, 11.035], [-31.316, 18.329, 12.744], [-29.891, 18.586, 7.739], [-29.012, 17.049, 8.347], [-28.779, 18.604, 9.080], [-33.019, 19.521, 6.732], [-35.972, 25.496, 3.125], [-36.272, 24.225, 3.902], [-36.726, 23.032, 3.057], [-36.812, 21.727, 3.804], [-37.554, 20.574, 3.202], [-39.039, 20.847, 3.335], [-39.479, 20.001, 4.540], [-38.618, 18.763, 4.258], [-37.213, 19.312, 4.113], [-36.989, 20.452, 1.761], [-36.833, 26.076, 2.792], [-35.424, 25.247, 2.217], [-35.248, 26.063, 3.710], [-36.859, 24.488, 4.782], [-35.335, 23.774, 4.230], [-36.038, 23.013, 2.212], [-37.682, 23.393, 2.678], [-37.288, 21.863, 4.775], [-35.769, 21.428, 3.911], [-39.409, 20.455, 2.388], [-39.410, 21.867, 3.438], [-40.543, 19.777, 4.610], [-39.143, 20.640, 5.357], [-38.850, 18.290, 3.304], [-38.569, 18.008, 5.042], [-36.496, 18.589, 3.726], [-36.789, 19.609, 5.072], [-37.496, 21.185, 1.134], [-37.195, 19.406, 1.530], [-35.908, 20.569, 1.829], [-31.458, 24.655, 2.271], [-32.239, 23.258, 2.354], [-31.709, 22.404, 3.540], [-30.372, 21.764, 3.264], [-29.791, 21.014, 4.416], [-29.310, 22.066, 5.547], [-28.089, 21.405, 6.099], [-27.433, 20.794, 4.982], [-28.557, 20.258, 4.075], [-30.818, 20.121, 5.158], [-32.058, 25.273, 1.604], [-30.414, 24.840, 2.018], [-31.715, 25.183, 3.189], [-32.248, 22.561, 1.516], [-33.264, 23.546, 2.589], [-32.570, 21.753, 3.697], [-31.648, 23.016, 4.440], [-29.548, 22.366, 2.881], [-30.630, 21.024, 2.507], [-30.176, 22.415, 6.111], [-28.952, 22.961, 5.038], [-28.537, 20.691, 6.792], [-27.374, 22.075, 6.576], [-26.805, 19.969, 5.318], [-26.873, 21.506, 4.375], [-28.729, 19.185, 4.156], [-28.387, 20.551, 3.039], [-30.340, 19.523, 5.934], [-31.325, 19.584, 4.356], [-31.572, 20.788, 5.578], [-30.804, 16.418, 4.915], [-31.854, 17.146, 5.449], [-31.029, 15.395, 4.616], [-30.534, 16.830, 3.943], [-29.910, 16.371, 5.537], [-31.386, 20.376, 8.030], [-31.553, 20.147, 8.965], [-34.106, 19.834, 4.780], [-34.405, 20.534, 4.168], [-33.250, 24.175, 6.275], [-34.591, 23.253, 7.048], [-34.063, 22.570, 8.288], [-33.336, 23.812, 9.460], [-34.823, 22.586, 6.218], [-35.441, 23.935, 7.059], [-33.292, 21.805, 8.196], [-34.785, 21.994, 8.866], [-23.955, 22.795, 0.021], [-25.472, 21.900, -0.251], [-25.373, 20.580, 0.607], [-25.444, 20.988, 2.366], [-25.429, 21.697, -1.321], [-26.309, 22.474, 0.147], [-24.396, 20.185, 0.326], [-26.095, 19.793, 0.390], [-25.661, 16.929, 7.924], [-26.002, 18.582, 8.570], [-24.697, 19.334, 8.536], [-23.373, 18.299, 9.246], [-26.372, 18.533, 9.594], [-26.708, 19.064, 7.894], [-24.811, 20.305, 9.017], [-24.519, 19.618, 7.498], [-33.223, 20.101, 0.824], [-32.811, 18.743, 1.847], [-33.498, 17.460, 1.229], [-32.920, 16.849, -0.386], [-33.174, 18.932, 2.858], [-31.722, 18.719, 1.828], [-34.575, 17.624, 1.192], [-33.449, 16.681, 1.990], [-33.467, 27.823, 4.580], [-31.993, 27.893, 4.150], [-30.956, 27.454, 5.178], [-30.039, 26.408, 4.757], [-29.348, 25.577, 4.369], [-33.492, 28.629, 5.313], [-33.692, 26.851, 5.019], [-34.091, 27.832, 3.686], [-31.683, 28.921, 3.961], [-31.935, 27.348, 3.208], [-31.406, 27.067, 6.092], [-30.359, 28.341, 5.393], [-29.633, 25.102, 7.869], [-28.835, 24.020, 8.666], [-29.489, 22.723, 9.353], [-28.432, 21.816, 9.855], [-27.639, 21.062, 10.224], [-29.068, 26.015, 7.680], [-30.470, 25.506, 8.438], [-30.032, 24.661, 6.955], [-28.491, 24.506, 9.579], [-27.924, 23.853, 8.091], [-30.112, 22.209, 8.621], [-30.173, 23.034, 10.143], [-27.399, 15.350, -0.496], [-28.142, 16.160, -1.521], [-29.346, 16.980, -0.995], [-29.039, 18.171, -0.117], [-28.811, 19.082, 0.528], [-28.026, 14.890, 0.268], [-26.879, 16.026, 0.182], [-26.786, 14.529, -0.870], [-28.642, 15.473, -2.203], [-27.538, 16.759, -2.202], [-29.792, 16.276, -0.292], [-30.153, 17.066, -1.722]], "atomic_forces_ev_per_a": [[2.39, 0.53, 0.39], [0.02, 0.39, -0.50], [1.30, -0.16, -0.59], [-0.80, -0.43, 0.30], [-1.07, 0.39, 1.60], [-1.42, 0.06, -0.11], [-0.18, -0.32, -0.40], [2.48, 1.37, -2.88], [1.50, -0.47, -0.69], [0.60, 1.23, 1.75], [-1.50, -0.73, -1.97], [0.37, -0.07, 1.27], [-1.48, -1.08, 0.87], [0.36, -0.01, 0.64], [-0.92, -0.30, 0.15], [-0.40, 0.29, 0.42], [-0.61, -0.54, 0.15], [0.12, 0.15, -0.39], [-0.15, 0.12, 0.09], [-0.18, -0.14, 0.43], [0.60, -0.06, 0.08], [0.01, 0.07, -0.30], [-0.09, -0.32, -0.59], [-0.01, 0.27, -0.09], [0.20, 0.23, -0.04], [-0.39, -0.49, -0.02], [-0.38, -0.03, -0.42], [-0.19, 0.06, 0.17], [0.63, 0.49, -0.95], [0.74, -0.51, -0.43], [1.17, -0.93, 0.18], [-2.01, 1.54, -0.81], [0.63, 0.59, 0.61], [2.44, 1.37, 0.33], [-1.01, -1.43, -1.05], [0.76, -0.15, -1.33], [0.88, -0.32, 1.13], [-1.33, 0.34, -0.35], [-0.98, -1.08, 1.59], [-0.05, 0.03, 0.43], [0.04, -0.11, -0.21], [-0.52, 0.37, -0.01], [-0.33, -0.50, -0.01], [0.56, 0.86, 0.79], [-0.01, -0.35, -0.04], [-0.45, -0.61, -0.49], [0.34, 0.17, 0.19], [-0.35, -0.35, 0.54], [-0.57, 0.00, 0.13], [1.05, 0.27, -0.19], [0.09, 0.34, -0.15], [-0.12, -0.75, 0.74], [-0.62, -0.08, 0.13], [-0.45, -0.07, -0.03], [0.05, 0.58, -0.74], [-0.01, 0.59, -0.26], [0.20, -0.25, -0.02], [-0.13, 0.23, -0.71], [-0.12, 0.19, -0.12], [-2.34, -0.14, -0.50], [2.26, 0.90, 1.10], [-0.74, 1.64, 0.18], [-0.78, -1.58, -0.54], [-0.56, 1.21, 3.60], [0.05, 0.89, -2.41], [-1.73, 0.75, 2.75], [0.47, -1.87, -2.32], [0.28, 0.35, -0.88], [0.09, 0.97, -1.75], [0.19, 0.01, -0.72], [-0.04, -0.86, 0.14], [0.51, -0.41, 0.42], [0.12, 0.67, -0.51], [-0.11, -0.13, -0.07], [0.69, -1.00, 0.37], [-0.04, 0.23, -0.02], [-0.41, 0.49, 0.04], [0.59, -0.34, -0.26], [0.21, -0.74, 0.47], [-0.26, 0.09, -0.60], [0.80, -0.41, 0.55], [-0.51, 0.15, 0.50], [0.34, 0.12, -0.34], [0.21, -0.01, 0.39], [-0.14, 0.13, -0.06], [0.41, -0.65, -0.06], [-0.06, 0.06, -0.52], [0.18, -0.71, 0.44], [0.28, 0.04, 0.12], [-1.09, 0.82, -0.17], [-0.10, 0.01, 1.01], [-0.35, -0.70, 0.37], [0.72, 0.51, -0.55], [0.61, -0.01, 0.30], [-1.36, -0.97, 0.02], [0.01, 0.34, -0.58], [-0.07, 0.09, 0.46], [0.71, -0.41, 0.92], [0.16, 0.35, -0.01], [0.63, -0.15, -1.26], [0.04, 0.22, 1.36], [-0.57, -0.77, -0.54], [-0.07, -0.79, 0.53], [0.18, 0.01, 0.99], [0.54, 0.47, -0.98], [-0.69, 0.62, -0.09], [0.05, 0.41, 0.11], [0.27, -1.35, 1.33], [0.55, 0.84, -1.13], [0.12, -0.36, -0.79], [-0.73, -0.10, 0.20], [0.06, 0.19, -0.66], [0.10, -0.17, 0.69], [-0.38, 0.49, 0.08], [-1.02, 0.12, -0.02], [0.61, -0.41, 0.02], [0.09, 0.19, -0.30], [-0.48, 1.38, -0.28], [-0.15, -0.28, -0.20], [-0.11, -0.04, 0.18], [0.26, -0.29, 0.68], [0.74, -0.56, -0.06], [-0.42, 1.19, -0.50], [-0.11, -1.75, -1.06], [0.24, 0.50, 1.40], [-0.26, 0.61, 1.16], [-0.14, -0.19, 0.16], [-0.07, -0.46, 0.11], [0.07, 0.34, -0.63], [0.69, -0.33, -0.30], [1.47, -0.26, 0.17], [-0.25, -0.22, -1.03], [0.22, -0.22, 0.45], [0.15, -0.12, -0.56], [0.14, -0.06, 0.24], [-1.37, -0.08, -0.07], [0.18, 0.05, 0.46], [-0.17, 1.00, 0.29], [-0.61, 0.05, -0.51], [0.58, -0.01, 0.05], [-0.16, 0.28, 0.22], [0.13, -0.23, 0.50], [-0.85, -1.05, 0.86], [0.23, 0.96, 1.42], [0.37, 1.07, -1.80], [-0.50, 0.01, -0.15], [-0.40, 0.27, -0.20], [0.61, -0.49, -0.29], [-0.33, -0.41, 0.18], [0.07, 0.32, -0.15], [0.43, 0.47, -0.15], [-0.10, -0.76, 0.07], [0.03, -0.58, 0.05], [0.25, 0.00, 0.16], [0.10, 0.47, 1.45], [-1.16, 0.01, -1.26], [0.51, -0.70, 1.80], [-0.68, -1.81, -2.31], [0.29, 1.03, 0.94], [-0.79, -0.28, -0.43], [0.91, 0.00, -0.33], [0.25, 0.49, -0.21], [0.02, -0.23, -0.12], [0.43, 0.07, 0.37], [-0.29, 0.01, 0.30], [0.40, 0.99, -0.10]], "lowdin_charge": [0.073, -0.099, 0.007, 0.061, -0.147, 0.083, 0.047, -0.142, 0.048, 0.088, -0.043, -0.023, 0.062, 0.038, 0.102, 0.120, 0.117, 0.151, 0.131, 0.138, 0.146, 0.127, 0.120, 0.147, 0.128, 0.070, 0.110, 0.061, 0.386, -0.077, -0.259, -0.198, -0.166, -0.214, -0.109, -0.122, -0.163, -0.075, 0.060, 0.088, 0.077, 0.039, 0.118, 0.068, 0.118, 0.119, 0.138, 0.095, 0.131, 0.138, 0.128, 0.115, 0.123, 0.125, 0.132, 0.116, 0.114, 0.105, 0.067, -0.086, -0.195, -0.216, -0.116, -0.199, -0.056, -0.209, -0.196, -0.093, -0.004, 0.059, 0.066, 0.024, 0.054, 0.081, 0.088, 0.051, 0.147, 0.119, 0.111, 0.109, 0.107, 0.131, 0.124, 0.061, 0.139, 0.091, 0.075, 0.088, 0.050, -0.394, -0.419, 0.041, 0.028, 0.032, -0.390, -0.067, -0.406, -0.113, 0.589, -0.594, -0.586, 0.487, 0.036, 0.073, 0.011, 0.067, 0.539, -0.625, -0.611, 0.583, 0.066, 0.059, 0.056, 0.041, 0.516, -0.678, -0.637, 0.516, 0.056, 0.043, 0.072, 0.071, 0.609, -0.626, -0.610, 0.536, 0.035, 0.048, 0.046, 0.072, -0.090, -0.244, -0.174, -0.235, 0.176, 0.086, 0.027, 0.069, 0.111, 0.091, 0.111, 0.126, -0.103, -0.208, -0.157, -0.206, 0.152, 0.077, 0.061, 0.026, 0.097, 0.092, 0.063, 0.103, -0.109, -0.262, -0.186, -0.185, 0.146, 0.075, 0.072, 0.081, 0.106, 0.111, 0.090, 0.099]}

{"formula": "C4H10NO3", "method": "ωB97M-V/def2-TZVPD", "total_charge": -2, "s2": 0.761, "orbital_gap_ev": [5.95, 5.04], "spin_multiplicity": 2, "symbols": ["O", "C", "O", "C", "C", "C", "N", "H", "H", "H", "H", "H", "H", "H", "H", "H", "H", "O"], "xyz": [[1.410, -2.896, -0.533], [0.498, -2.812, 0.298], [-0.717, 1.590, -2.618], [-0.373, -1.719, 0.524], [-0.316, -0.387, -0.071], [1.079, 0.302, -0.057], [0.935, 1.724, -0.210], [-1.033, -1.865, 1.374], [0.308, -3.698, 0.948], [-0.623, -0.422, -1.134], [-1.020, 0.301, 0.400], [1.751, -0.085, -0.830], [1.536, 0.098, 0.917], [0.412, 1.914, -1.084], [0.362, 2.032, 0.596], [-1.483, 2.766, 2.215], [-1.590, 1.286, -2.897], [-1.136, 1.870, 2.163]], "atomic_forces_ev_per_a": [[0.11, 0.04, -0.11], [-0.09, -0.25, -0.13], [-0.02, -0.09, -0.36], [0.23, 0.32, 0.50], [-0.44, -0.40, -0.72], [0.29, 0.32, 0.08], [-0.04, 0.37, 0.20], [-0.17, -0.05, -0.03], [-0.03, 0.06, 0.05], [0.23, 0.15, -0.03], [0.07, -0.06, 0.32], [-0.26, -0.23, 0.03], [0.06, -0.03, -0.01], [-0.06, -0.20, 0.35], [-0.01, 0.04, -0.39], [-0.04, 0.06, -0.04], [0.09, 0.07, 0.12], [0.10, -0.11, 0.17]], "lowdin_charge": [-0.043, -0.363, -0.587, -0.041, -0.209, -0.307, -0.027, 0.090, 0.083, 0.112, 0.084, 0.094, 0.098, 0.009, 0.026, -0.208, -0.194, -0.616]}

no.,total energy (hartree)
1,-7931.01876
2,-438.71346